w) 16
Properties=species:S:1:pos:R:3:mulliken_charge:R:1 method="wB97M-V/def2-TZVPD" orbital_gap_ev=7.55 homo_energy_ha=-0.307 e_lumo_ev=-0.8
C -0.57780 -0.73284 -0.11156 -0.3001
C -0.64150 0.66361 0.00325 0.1079
C 0.55159 -1.42398 -0.44197 -0.2869
C 0.36088 1.33746 0.84024 -1.2489
C 0.69548 -2.94729 -0.83932 -1.0357
O -2.16425 3.38674 1.31110 -0.4460
O -0.39669 3.97270 -0.26564 -0.3871
S -1.62410 3.29397 -0.05554 0.7179
H -1.49644 -1.18110 0.05887 0.4033
H 1.43446 -0.88349 -0.70967 0.3282
H -0.18268 1.94323 1.56338 0.4773
H 1.01402 1.75899 0.01450 0.3066
H 0.92859 0.61901 1.36541 0.4701
H -0.31788 -3.27062 -1.16741 0.2948
H 0.98860 -3.53604 0.03727 0.2706
H 1.42774 -3.00034 -1.60292 0.3281

=====

x) 16
Properties=species:S:1:pos:R:3:mulliken_charge:R:1 method="wB97M-V/def2-TZVPD" orbital_gap_ev=8.56 homo_energy_ha=-0.290 e_lumo_ev=0.7
C 1.21999 -0.02217 -0.10679 0.6128
C -0.88555 -0.01243 0.60497 -0.6675
C -1.66401 0.76306 -0.28608 0.0540
C -3.04375 0.26362 -0.73487 -1.1630
C 3.40390 -0.87767 0.48231 -0.5503
O 1.45862 0.91570 -0.84870 -0.5070
O 1.87324 -0.90183 0.55437 -0.2939
S -1.38421 1.44131 1.41209 -0.1777
H -1.11203 -0.94431 1.00687 0.4479
H -1.05348 1.38301 -0.89399 0.4952
H -3.15907 -0.72037 -0.28087 0.3146
H -3.09363 0.19852 -1.77125 0.3583
H -3.72396 0.97472 -0.34876 0.3079
H 3.50126 0.19550 0.79289 0.2829
H 3.83261 -0.89113 -0.60613 0.2580
H 3.83007 -1.76550 1.02392 0.2276

=====

y) 16
Properties=species:S:1:pos:R:3:mulliken_charge:R:1 method="wB97M-V/def2-TZVPD" orbital_gap_ev=9.54 homo_energy_ha=-0.322 e_lumo_ev=0.8
C -0.68780 0.11770 0.85014 -0.7524
C -1.94850 -0.44648 0.27011 -0.1297
C 0.53488 0.07769 0.22652 1.3518
C 0.78184 -0.79445 -0.97934 -1.6432
C 1.64307 0.77155 0.92352 -1.4145
O -1.98459 -1.24323 -0.87630 -0.3879
O -1.16957 1.20318 -1.66806 -0.4893
S -2.26123 0.34216 -1.27197 0.3588
H -0.90872 0.66072 1.77785 0.2242
H -2.68484 -0.40888 0.95168 0.6207
H 0.41192 -0.23493 -1.81777 0.3592
H 0.39273 -1.74184 -0.84529 0.3871
H 1.81194 -0.92171 -1.01310 0.5128
H 2.40238 1.16404 0.21880 0.3581
H 2.34142 0.06688 1.44695 0.3195
H 1.32506 1.38757 1.80626 0.3250

=====

Stability summary: most stable y), least stable w).

=====

w) 82
Properties=species:S:1:pos:R:3:mulliken_charge:R:1 method="wB97M-V/def2-TZVPD" orbital_gap_ev="6.31 / 6.37" homo_energy_ha="-0.157 / -0.160" charge=-1 spin_multiplicity=6 e_lumo_ev="2.0 / 2.0"
Mn -1.47422 -0.22288 0.92198 1.2821
Cl -5.93427 4.15795 5.02067 -0.2599
C -4.71691 3.11250 4.35014 0.2499
C -3.36770 3.36883 4.65752 -0.6196
C -2.37758 2.57360 4.15506 0.4608
Cl -0.72175 2.88250 4.53144 -0.1970
C -2.64760 1.45369 3.28292 -0.4080
O -1.69984 0.75709 2.83103 -0.0629
C -4.03582 1.22956 3.01299 1.1871
C -4.45618 0.10565 2.23377 -0.7920
O -3.73818 -0.72535 1.68918 -0.4185
C -5.04638 2.06084 3.55018 -1.0698
H -3.11816 4.20450 5.29684 0.4467
H -5.55188 -0.00313 2.15000 0.2245
H -6.08342 1.84668 3.32170 0.3873
C -3.59958 -3.07558 4.01500 -1.0588
C -2.24931 -2.61096 4.40856 1.0179
N -1.85255 -2.42454 5.62845 -0.9041
N -0.54487 -2.05776 5.50636 0.1924
C -0.10400 -2.01081 4.23178 0.0271
S 1.40288 -1.68055 3.63758 -0.3401
N -1.22739 -2.36620 3.52908 0.1500
N -1.28818 -2.30790 2.13596 -0.3465
H -4.13090 -3.38015 4.91332 0.3714
H -3.53271 -3.92721 3.33561 0.3407
H -4.16012 -2.29179 3.51007 0.0518
H 0.01295 -1.83828 6.31065 0.1718
H -0.64900 -2.99135 1.73639 0.2865
H -2.23434 -2.52485 1.82778 0.2356
N -2.76674 1.20905 -0.33530 -0.4175
C -3.65733 0.61234 -1.34237 -0.6926
C -2.96515 -0.51410 -2.10954 0.1865
C -2.85453 -1.78822 -1.25547 0.2894
O -3.65424 -2.69945 -1.42830 -0.7820
O -1.90773 -1.78178 -0.38584 -0.5090
H -3.29577 1.82890 0.27122 0.1707
H -2.02908 1.76259 -0.76538 0.1812
H -4.02459 1.37009 -2.04496 0.5205
H -4.52734 0.20936 -0.81849 0.2415
H -1.96499 -0.18594 -2.40854 -0.3931
H -3.54459 -0.73798 -3.00478 0.4686
C 3.38417 -2.31348 -3.40014 -1.0125
Si 2.08302 -1.92728 -2.07752 0.4766
C 0.42193 -2.50953 -2.75253 -0.5216
C 2.45755 -2.92493 -0.52382 -0.9248
Si 2.17644 0.36373 -1.58600 0.1623
Te 0.79807 1.13238 0.32457 -0.7069
Si 4.33378 0.91560 -0.80128 0.2924
C 4.64694 0.09809 0.87100 -0.9844
C 5.78319 0.44614 -1.92796 -1.1027
C 4.40475 2.79426 -0.58081 -0.9887
Si 1.76582 1.68744 -3.48490 0.3746
C 0.34978 1.01085 -4.54452 -1.0278
C 3.29750 1.79911 -4.59346 -1.0517
C 1.30063 3.44203 -2.96230 -1.0846
H 3.39786 -3.38786 -3.60290 0.3886
H 4.38999 -2.01278 -3.10308 0.2080
H 3.14861 -1.80579 -4.33787 0.2325
H 0.55541 -3.51291 -3.17008 0.3943
H 0.02280 -1.87197 -3.54133 0.1994
H -0.32350 -2.56310 -1.95905 -0.2119
H 2.32688 -3.99291 -0.71849 0.3843
H 1.78732 -2.63616 0.28761 0.0508
H 3.47749 -2.76807 -0.16787 0.2657
H 4.79540 -0.97814 0.76965 0.2827
H 3.80786 0.26003 1.54681 0.1916
H 5.54829 0.51838 1.32560 0.3831
H 5.86085 -0.63276 -2.07298 0.3151
H 6.71263 0.78098 -1.45951 0.3815
H 5.71721 0.91308 -2.91232 0.2596
H 3.60139 3.13741 0.07178 0.2859
H 4.30903 3.31048 -1.53775 0.2103
H 5.36131 3.08493 -0.13855 0.3770
H 0.44497 -0.05683 -4.74174 0.2360
H 0.33566 1.53053 -5.50687 0.4073
H -0.61545 1.17525 -4.06287 0.2134
H 3.65909 0.81604 -4.89749 0.2798
H 4.11398 2.30986 -4.07918 0.2369
H 3.06254 2.36769 -5.49697 0.3890
H 0.56825 3.41653 -2.15533 0.2486
H 0.88067 3.99382 -3.80760 0.3580
H 2.16895 3.99090 -2.59615 0.2619

=====

x) 82
Properties=species:S:1:pos:R:3:mulliken_charge:R:1 method="wB97M-V/def2-TZVPD" orbital_gap_ev="6.64 / 6.68" homo_energy_ha="-0.167 / -0.169" charge=-1 spin_multiplicity=6 e_lumo_ev="2.1 / 2.1"
Mn -0.15384 1.56221 0.39467 1.0403
Cl -6.60984 -1.40960 2.36512 -0.2645
C -5.25067 -0.39670 1.96714 0.1143
C -5.47430 0.81868 1.31974 -0.6384
C -4.41452 1.62754 0.99582 0.8909
Cl -4.71071 3.12231 0.16780 -0.2140
C -3.05876 1.28465 1.28674 -0.5861
O -2.09662 2.06892 0.97051 -0.6243
C -2.88594 0.03721 1.94334 0.9891
C -1.57153 -0.45030 2.31875 -0.2499
O -0.49820 0.07460 2.07449 -0.3894
C -3.97366 -0.78241 2.27563 -0.9408
H -6.47991 1.12323 1.06417 0.4485
H -1.58420 -1.39809 2.88494 0.2453
H -3.79184 -1.73052 2.76725 0.3768
C -3.32658 4.80409 3.09587 -0.8105
C -3.08046 5.59581 1.87062 0.7045
N -3.89307 6.44981 1.33728 -0.8182
N -3.23531 6.87258 0.21366 0.1621
C -2.03901 6.29155 0.02338 0.2191
S -0.95217 6.53536 -1.21663 -0.4382
N -1.93974 5.47011 1.11432 0.1905
N -0.86045 4.63015 1.33558 -0.3074
H -4.27106 5.11548 3.53433 0.3210
H -2.52300 4.94030 3.82086 0.3272
H -3.38152 3.74294 2.84506 -0.0043
H -3.64698 7.54888 -0.40215 0.1625
H -1.20328 3.71955 1.62898 0.0850
H -0.22500 5.03442 2.01269 0.3135
N 0.43327 3.02088 -1.20916 -0.1274
C 1.86953 3.33667 -1.17447 -0.4892
C 2.26737 4.03372 0.12108 -0.4150
C 2.27082 3.15301 1.38145 0.4269
O 3.25651 3.16365 2.10472 -0.7507
O 1.19329 2.47552 1.61857 -0.5066
H 0.19652 2.56708 -2.08567 0.2332
H -0.10352 3.88582 -1.13777 -0.0070
H 2.14132 3.98655 -2.01326 0.4190
H 2.42330 2.40041 -1.29154 0.1166
H 1.58033 4.87013 0.27508 0.1754
H 3.27176 4.44155 0.01091 0.3714
C 3.18460 -4.20177 -3.18404 -1.0070
Si 2.24314 -2.56371 -3.09863 0.3422
C 3.47142 -1.13953 -3.25778 -0.9431
C 1.06881 -2.51086 -4.57107 -1.0460
Si 1.05886 -2.30552 -1.09583 0.1638
Te -0.55254 -0.46014 -1.52378 -0.6538
Si -0.22173 -4.20637 -0.65152 0.2382
C -1.21052 -4.70628 -2.17786 -1.1355
C 0.85874 -5.66941 -0.12713 -0.9760
C -1.42964 -3.82320 0.74238 -0.7705
Si 2.59895 -1.97650 0.64562 0.3363
C 3.12844 -0.17913 0.73872 -0.5305
C 4.11761 -3.05245 0.29060 -1.1480
C 1.91085 -2.52684 2.31102 -0.8634
H 3.73188 -4.27465 -4.12852 0.3808
H 2.49308 -5.04716 -3.13437 0.2372
H 3.89999 -4.31062 -2.36660 0.2969
H 3.95068 -1.14145 -4.24072 0.3801
H 4.25388 -1.19992 -2.49742 0.2668
H 2.95655 -0.18461 -3.13164 0.1623
H 1.63260 -2.48953 -5.50843 0.3551
H 0.43605 -1.62328 -4.52506 0.2742
H 0.41378 -3.38442 -4.58703 0.2485
H -0.55662 -5.06205 -2.97739 0.2399
H -1.77196 -3.85019 -2.55856 0.3150
H -1.91915 -5.50430 -1.93917 0.3753
H 1.57886 -5.92882 -0.90720 0.2389
H 0.24876 -6.55391 0.07704 0.3808
H 1.42373 -5.43459 0.77821 0.2505
H -2.00223 -2.92898 0.48182 0.0638
H -0.90400 -3.63604 1.68229 0.2006
H -2.12968 -4.64978 0.89575 0.4651
H 3.29333 0.23760 -0.25792 0.0185
H 4.05244 -0.06787 1.31208 0.5284
H 2.37049 0.42401 1.24584 -0.0332
H 4.64915 -2.70699 -0.59985 0.2638
H 3.84750 -4.10020 0.13489 0.2716
H 4.81288 -3.00289 1.13374 0.4076
H 1.04045 -1.92841 2.57995 -0.0065
H 2.66852 -2.38235 3.08677 0.4174
H 1.63369 -3.58463 2.30091 0.2426

=====

Stability summary: most stable x), least stable w).

=====

w) 21
Properties=species:S:1:pos:R:3:mulliken_charge:R:1 method="wB97M-V/def2-TZVPD" orbital_gap_ev=9.90 homo_energy_ha=-0.338 smiles=NCCN.O.O.O e_lumo_ev=0.7
N -0.29080 2.10141 1.36899 -0.6732
C 0.74144 1.30784 0.67647 -0.3221
C 0.52136 1.39548 -0.83961 -0.5203
N 1.34364 0.41180 -1.54200 -0.4985
H 0.12168 2.43104 2.24125 0.2387
H -1.01439 1.45557 1.69608 0.2664
H 1.68983 1.80026 0.84492 0.3208
H 0.66015 0.25594 0.95607 0.2330
H 0.72387 2.44872 -1.10498 0.3061
H -0.51635 1.25429 -1.14962 0.2781
H 2.30980 0.39381 -1.24709 0.2246
H 1.29567 0.54824 -2.53953 0.1936
O 0.76344 -2.27232 -0.39986 -0.6939
H 1.19022 -1.39460 -0.40612 0.3438
H 1.46660 -2.89592 -0.61080 0.2758
O -1.71552 -0.93182 1.93671 -0.6132
H -1.89256 -1.40900 1.11258 0.3590
H -2.29176 -1.34298 2.58646 0.2958
O -1.92996 -1.84614 -0.88939 -0.6874
H -0.98549 -2.10328 -0.90987 0.3741
H -2.19086 -1.60835 -1.78069 0.2988

=====

x) 21
Properties=species:S:1:pos:R:3:mulliken_charge:R:1 method="wB97M-V/def2-TZVPD" orbital_gap_ev=10.01 homo_energy_ha=-0.348 smiles=CNCN.O.O.O e_lumo_ev=0.5
C -0.29071 -0.05303 1.91622 -0.9606
N -1.34740 -0.16616 0.90741 -0.3795
C -1.22813 0.85357 -0.12885 -0.3090
N -2.40112 1.03903 -0.97019 -0.6372
H -0.26094 -0.99674 2.46918 0.3467
H -0.39952 0.82615 2.54640 0.3533
H 0.66786 -0.06378 1.40869 0.2951
H -2.23112 -0.39795 1.32645 0.2214
H -0.89231 1.82167 0.27706 0.3281
H -0.40605 0.49098 -0.75292 0.2038
H -3.19432 1.17080 -0.34951 0.2697
H -2.60157 0.13637 -1.39035 0.2744
O -0.30090 -2.43907 -0.95652 -0.6934
H -0.66240 -1.82132 -0.29659 0.3886
H -0.59137 -2.10147 -1.81178 0.3018
O 2.59498 2.41468 -1.77543 -0.6364
H 2.38946 1.51354 -1.50466 0.3161
H 1.76439 2.89580 -1.85969 0.3221
O 3.37092 -1.44812 0.17162 -0.6464
H 2.49962 -1.67274 -0.17332 0.3338
H 3.52062 -2.00217 0.94678 0.3076

=====

y) 21
Properties=species:S:1:pos:R:3:mulliken_charge:R:1 method="wB97M-V/def2-TZVPD" orbital_gap_ev=9.93 homo_energy_ha=-0.339 smiles=NCCN.O.O.O e_lumo_ev=0.7
N -1.34505 -0.44650 1.91838 -0.5710
C -0.29305 0.28635 1.23583 -0.5672
C -0.11987 0.01052 -0.27028 -0.2356
N 0.10525 1.30713 -0.96289 -0.6223
H -1.07888 -1.40808 2.03662 0.2220
H -2.25111 -0.37404 1.48003 0.2145
H 0.63407 0.06755 1.77575 0.2585
H -0.36245 1.36054 1.39904 0.3787
H 0.72161 -0.60836 -0.55461 0.2986
H -1.07593 -0.39481 -0.61872 0.2200
H 0.30056 1.20235 -1.95978 0.2082
H -0.67626 1.94713 -0.89693 0.1992
O -4.36291 2.71134 2.93976 -0.6449
H -3.83992 1.92380 2.76031 0.3234
H -5.26852 2.47957 2.70633 0.3186
O 1.56202 -6.01879 -0.01921 -0.6494
H 2.52250 -6.11108 -0.03687 0.3246
H 1.15748 -6.88695 0.11478 0.3245
O 4.76548 3.26171 -4.50329 -0.6422
H 4.34739 3.27443 -3.63444 0.3237
H 4.55759 2.41617 -4.90983 0.3182

=====

Stability summary: most stable w), least stable y).